No. 1
Formula: H39O20
Source: the Open Molecules 2025 dataset
Level of theory: ωB97M-V/def2-TZVPD

Computed properties:
LUMO level in eV: 2.03
Energy above the lowest of the compared OMol25 structures with the same formula, charge and spin in kJ/mol: 470.3
Kohn-Sham gap in eV: 8.212
Charge: -1
HOMO level in eV: -6.18
Largest force on an atom in eV/A: 2.92

Atoms and positions in Å:
1 O 1.2632 1.5224 1.4555
2 H -1.4564 -5.1324 -1.5676
3 O -1.2517 1.9356 3.4987
4 H -1.6022 2.7724 3.7764
5 H -1.5484 1.7365 2.6273
6 O 1.6526 2.9478 -1.3831
7 H 0.5310 0.6361 -3.8048
8 H 0.9255 3.4795 -1.0252
9 O 2.1044 -2.4083 4.2533
10 H 1.3775 -2.7240 4.7980
11 H -3.4105 0.8081 -2.6128
12 O -2.7645 0.4303 -1.9701
13 H 1.1792 2.2651 2.0507
14 H 1.1452 2.1225 -1.2543
15 O 0.9335 4.7432 1.1386
16 H 0.3480 1.4359 1.0912
17 H 2.5317 -1.6970 4.7459
18 O 0.0726 -3.0136 -2.5304
19 H -0.1424 -2.9521 -3.4565
20 H -0.7314 -3.0236 -2.0198
21 O 4.1515 1.4220 0.6078
22 H 1.1761 4.2155 1.8846
23 H 2.4931 -2.8751 -0.8662
24 O -3.4411 -1.7726 -2.8846
25 H -2.8958 -2.5689 -2.8433
26 H -2.7337 -1.0517 -2.7701
27 O 3.1471 0.8710 -5.0100
28 H 3.9558 1.0101 -4.4787
29 H 2.9897 0.0256 -4.5659
30 O -1.2130 0.8557 0.5421
31 H 0.1118 2.0399 5.6522
32 H -0.9514 0.3402 -0.2038
33 O -2.1609 -4.9196 -0.9372
34 H -1.6794 -0.9521 2.6368
35 H 1.2150 4.5629 0.2452
36 O 1.0500 1.9343 5.7326
37 H 1.5058 2.0347 4.9112
38 H 4.0316 1.4519 -0.3313
39 O 1.1011 1.1989 -3.2738
40 H 3.3861 1.2430 1.1361
41 H 1.2106 2.0709 -3.6736
42 O -5.4490 -0.7466 -0.4160
43 H -4.6488 -0.9569 -1.0256
44 H -4.9367 -0.7232 0.3843
45 O -1.6739 2.5110 -1.2543
46 H -2.1178 3.3264 -1.4707
47 H -2.0686 1.6620 -1.7028
48 O -2.4336 -1.5173 2.8223
49 H -1.7452 1.6294 0.2020
50 H -2.1591 -1.7877 3.6879
51 O 2.4845 -3.3484 -1.6793
52 H 1.5559 -3.2029 -2.0135
53 H -2.4025 -3.9927 -1.1135
54 O -1.8250 -2.1100 -0.8876
55 H -1.3390 -1.5723 -0.2353
56 H -2.7264 -1.8504 -0.7035
57 O 4.7720 -1.3277 2.4172
58 H 5.0797 -1.1419 1.5192
59 H 4.0266 -1.8716 2.1484

Löwdin atomic charge list, values in e, 4 entries: -0.07 0.03 -0.02 0.04



No. 2
Formula: C7H11N
Source: the Open Molecules 2025 dataset
Level of theory: ωB97M-V/def2-TZVPD

Computed properties:
LUMO level in eV: 1.08
Energy above the lowest of the compared OMol25 structures with the same formula, charge and spin in kJ/mol: 425.5
Kohn-Sham gap in eV: 9.309
SMILES string: C[C@]12C=C[C@H](CN1)C2
HOMO level in eV: -8.23
Largest force on an atom in eV/A: 7.15

Atoms and positions in Å:
1 C 1.4527 1.7547 0.4383
2 C 0.3828 0.6004 0.2396
3 C 0.4656 -0.5408 1.0122
4 C -0.3737 -1.4672 0.1996
5 C -1.7499 -0.6780 0.1476
6 C 0.1421 -1.2362 -1.3467
7 C 0.4142 0.1513 -1.3014
8 H 1.1250 2.6579 -0.0993
9 H 1.6126 1.9811 1.6003
10 H 2.3346 1.4213 -0.2768
11 H -0.0167 -0.4826 1.9868
12 H 1.3806 -1.1532 1.0550
13 H -0.4261 -2.5601 0.3039
14 H -2.5171 -0.8281 0.8776
15 H -2.3307 -0.9043 -0.8071
16 H -1.6085 1.7090 -0.2531
17 H 0.1786 -2.0248 -2.0858
18 H 0.7358 0.7821 -2.0910
19 N -1.2019 0.8176 0.4005

Löwdin atomic charge list, values in e, 4 entries: -0.03 -0.52 -0.22 -0.26



No. 3
Formula: C4H8N2O
Source: the Open Molecules 2025 dataset
Level of theory: ωB97M-V/def2-TZVPD

Computed properties:
LUMO level (spin up / spin down) in eV: 0.00 / 0.00
Energy above the lowest of the compared OMol25 structures with the same formula, charge and spin in kJ/mol: 520.5
Kohn-Sham gap (spin up / spin down) in eV: 8.051 / 8.050
HOMO level (spin up / spin down) in eV: -8.05 / -8.05
Largest force on an atom in eV/A: 0.53

Atoms and positions in Å:
1 C -0.5943 -1.0413 0.6428
2 C 0.1081 0.5270 -0.6738
3 C -1.0435 0.9239 -1.5114
4 N -0.4392 1.6858 -0.4170
5 C 0.8932 -0.5701 -0.0204
6 O 1.4154 -1.5142 -0.6654
7 N 1.5864 0.0926 1.1115
8 H -1.1765 -0.3034 1.2058
9 H -1.1913 -1.5497 -0.1157
10 H -0.2055 -1.7980 1.3290
11 H -0.9059 1.3463 -2.5030
12 H -1.9842 0.4023 -1.3362
13 H -0.7640 2.1026 0.4457
14 H 1.8020 -0.6553 1.7702
15 H 2.4994 0.3516 0.7379

Löwdin atomic charge list, values in e, 4 entries: 0.01 -0.10 -0.02 0.13